# C16H46FNO17P5

A 5-piece molecular cluster, C16H46FNO17P5 overall (the ωB97M-V functional and the def2-TZVPD basis, the OMol25 dataset).

Summary:
Orbital gap: 2.69 eV
Total charge: -1
HOMO: -0.106 Ha
2S+1: 1
Electronic energy: -3777.7974 Ha

Each line ends with the Mulliken charge.
Cartesian coordinates (Å):
C -2.7561 0.7588 -0.9602  -1.028
P -3.2822 -0.0789 -2.5602  0.284
O -1.8932 0.2567 -3.5916  -0.559
N -3.3880 -1.6765 -2.3800  -0.746
C -2.3032 -2.3606 -1.7131  -0.214
C -1.0956 -2.7104 -2.6257  -0.692
C 0.2146 -2.8307 -1.8718  0.254
F 0.4897 -4.1960 -1.5776  -0.357
H -3.6485 1.2594 -0.5877  0.323
H -2.4129 0.0932 -0.1673  0.242
H -2.0190 1.5388 -1.1710  0.290
H -1.4241 1.0147 -3.2232  0.233
H -2.7005 -3.3225 -1.3575  0.285
H -1.9086 -1.8557 -0.8140  -0.096
H -1.2825 -3.7147 -3.0173  0.196
H -1.0028 -2.0585 -3.4875  0.395
H 1.0565 -2.4190 -2.4278  0.168
H 0.1738 -2.3181 -0.9102  0.020
C 3.3907 -4.5327 -0.9354  -0.577
O 3.8847 -3.2842 -1.4780  -0.058
P 5.3927 -2.8441 -1.1121  0.910
O 5.4579 -1.3948 -1.2947  -0.713
O 6.0934 -3.6898 -2.3118  -0.343
C 5.8205 -3.2993 -3.6559  -0.685
O 6.5240 -3.2310 -0.0470  -0.340
C 7.0296 -4.5752 0.0433  -0.522
H 2.4080 -4.7232 -1.3545  0.200
H 4.0628 -5.3558 -1.1994  0.337
H 3.3036 -4.4621 0.1499  0.264
H 5.5688 -2.2411 -3.7172  0.340
H 5.0032 -3.8960 -4.0630  0.239
H 6.7198 -3.4891 -4.2392  0.225
H 7.8306 -4.7052 -0.6809  0.219
H 6.2538 -5.3182 -0.1309  0.262
H 7.4293 -4.7091 1.0462  0.253
C -4.3508 2.1811 -5.3026  -0.839
O -5.3289 2.4534 -4.2717  -0.077
P -5.6318 4.0101 -4.0092  0.958
O -6.1780 4.1237 -2.6567  -0.711
O -6.7886 4.1401 -5.1577  -0.311
C -7.9938 3.4095 -4.9677  -0.694
O -4.9814 5.4329 -4.3721  -0.336
C -4.7667 5.8148 -5.7398  -0.497
H -4.2946 1.1091 -5.4578  0.283
H -4.6405 2.6693 -6.2416  0.409
H -3.3698 2.5347 -4.9890  0.318
H -8.1890 3.2357 -3.9097  0.338
H -7.9425 2.4539 -5.4923  0.240
H -8.8056 4.0005 -5.3906  0.217
H -5.6775 6.2593 -6.1359  0.207
H -4.4719 4.9706 -6.3606  0.246
H -3.9718 6.5581 -5.7538  0.253
C 0.0713 -0.8574 6.0077  -0.870
O -0.6283 -0.4694 4.8162  -0.250
P -0.2536 -1.3639 3.4158  0.907
O -0.7171 -0.2317 2.5614  -0.590
O -1.4188 -2.4585 3.7367  -0.317
C -2.7206 -1.9911 4.0903  -0.690
O 0.2580 -2.2639 2.1285  -0.162
C 0.3724 -3.7007 2.2574  -0.426
H -0.3118 -0.2791 6.8455  0.271
H -0.0718 -1.9233 6.2189  0.382
H 1.1368 -0.6481 5.8904  0.327
H -2.9147 -1.0084 3.6629  0.335
H -2.8298 -1.9527 5.1748  0.227
H -3.4343 -2.7070 3.6878  0.277
H -0.5954 -4.1587 2.0672  0.242
H 0.7294 -3.9729 3.2486  0.371
H 1.0774 -4.0598 1.5103  -0.026
C 4.2949 2.0761 3.8685  -0.640
O 3.4818 2.0668 5.0599  -0.272
P 2.9757 3.4908 5.6656  0.999
O 2.6761 3.2252 7.0740  -0.711
O 1.6832 3.6074 4.7085  -0.293
C 0.6360 2.6419 4.8484  -0.683
O 3.3325 5.0452 5.5551  -0.355
C 3.2593 5.7356 4.2913  -0.491
H 4.4469 1.0452 3.5629  0.227
H 3.7926 2.6128 3.0600  0.309
H 5.2655 2.5317 4.0680  0.305
H 0.5945 2.2269 5.8551  0.301
H 0.7822 1.8422 4.1236  0.287
H -0.3082 3.1340 4.6307  0.277
H 2.2395 6.0756 4.1297  0.222
H 3.5712 5.1059 3.4609  0.248
H 3.9197 6.5977 4.3505  0.249

Atomic forces in eV per Å
C 0.262 -0.147 -0.170
P -1.651 0.011 -0.927
O 0.374 0.199 0.572
N 0.826 0.232 0.407
C -0.358 -0.285 -0.345
C 0.015 -0.732 0.332
C -0.300 0.474 -0.112
F 0.040 -0.002 0.032
H -0.105 0.039 -0.081
H 0.301 0.011 -0.044
H 0.146 0.000 0.219
H 0.115 -0.048 -0.067
H 0.105 -0.026 0.213
H -0.016 0.187 -0.020
H 0.030 0.032 -0.277
H -0.100 0.369 0.175
H 0.186 -0.310 -0.075
H -0.012 -0.028 0.102
C 0.075 -0.214 -0.161
O 0.170 -0.779 2.462
P 1.754 1.642 -3.996
O -0.282 0.180 0.554
O 0.364 0.014 0.172
C -0.165 -0.153 -0.104
O -1.793 -1.048 0.958
C 0.138 -0.038 0.172
H 0.095 0.175 -0.021
H 0.022 0.055 -0.003
H -0.012 0.002 0.000
H -0.007 0.008 0.053
H -0.050 0.043 0.014
H 0.025 -0.005 0.034
H -0.078 0.021 -0.088
H 0.020 -0.005 -0.033
H -0.066 0.095 0.035
C 0.018 -0.140 -0.182
O 2.261 1.352 -0.448
P -4.754 0.056 0.688
O 0.590 0.037 0.345
O 0.061 0.471 -0.075
C 0.015 -0.195 -0.142
O 1.676 -1.401 -0.541
C 0.125 0.185 -0.040
H -0.057 -0.042 0.258
H -0.070 -0.039 0.056
H 0.048 -0.131 0.013
H 0.046 0.009 0.017
H 0.015 -0.043 0.058
H 0.020 0.029 -0.002
H -0.055 -0.104 0.018
H -0.031 0.026 -0.012
H 0.033 -0.044 0.107
C -0.081 -0.031 0.119
O 3.129 -1.471 1.133
P -7.300 2.798 -3.911
O 1.023 0.417 -0.073
O 0.690 -0.651 0.271
C -0.118 0.054 0.337
O 2.498 -1.231 2.233
C 0.131 -0.006 -0.298
H -0.048 0.054 -0.056
H -0.008 0.021 0.052
H 0.018 0.030 0.224
H 0.089 0.006 -0.035
H -0.003 0.054 -0.004
H 0.087 -0.060 -0.056
H -0.058 0.084 0.095
H -0.046 -0.167 -0.028
H 0.055 0.185 -0.035
C -0.159 -0.042 -0.096
O 2.096 1.502 -0.314
P -4.562 -0.745 1.183
O 0.649 -0.060 0.211
O -0.039 0.463 0.193
C -0.025 -0.395 -0.376
O 1.918 -0.881 -1.047
C 0.059 0.222 0.001
H -0.055 -0.023 0.048
H -0.025 -0.045 0.006
H 0.010 -0.022 0.002
H 0.137 0.096 0.051
H -0.094 -0.056 0.025
H 0.050 0.089 -0.039
H -0.039 -0.122 -0.002
H -0.043 -0.006 -0.015
H 0.058 -0.056 0.099